Below is a structure of composition C12H22BiClI2N2P2, with properties calculated with wB97M-V/def2-TZVPD.

Computed properties:
E_HOMO (alpha / beta) (eV): -15.526 / -14.921
Net charge: +2
Kohn-Sham gap (alpha / beta) (eV): 5.370 / 4.790
Relative energy (zero: lowest compared OMol25 entry of this formula, charge and spin) (kJ/mol): 0.00
LUMO level (alpha / beta) (eV): -10.156 / -10.132

Geometry (Å):
I -0.7685 0.0799 -3.3201
I 0.6311 -3.5538 -2.0357
Bi 0.2907 -1.0653 -0.5037
P 3.0369 -0.3321 -0.9171
C 3.4911 -0.5235 -2.6843
C 3.6850 1.3527 -0.4312
H 4.7281 1.5056 -0.7893
H 5.1816 -1.0946 -0.0994
H 3.6785 1.4677 0.6716
H 3.8390 -1.3525 1.0912
H 2.8033 0.0906 -3.2879
H 3.0539 2.1207 -0.9113
C 4.1415 -1.4189 0.0394
H 4.5378 -0.2035 -2.8245
H 4.0146 -2.4611 -0.2681
H 3.3486 -1.5648 -3.0081
P -2.2000 -1.8168 0.6093
C -3.3821 -2.3470 -0.6614
C -1.9954 -3.1527 1.8177
H -2.4214 -0.1185 2.3339
H -3.9877 -0.9597 2.0397
H -3.4328 0.3054 0.9006
C -3.0998 -0.5126 1.5637
H -1.2705 -2.8332 2.5707
H -2.9693 -3.3583 2.2681
H -4.3258 -2.5935 -0.1594
H -2.9887 -3.2097 -1.2163
H -1.5795 -4.0410 1.3352
H -3.5138 -1.5254 -1.3762
Cl 0.7819 -1.3853 2.1033
N -3.5904 4.3870 -1.6521
C -2.7754 3.8506 -0.9932
C -1.7729 3.1886 -0.1653
C -1.2506 3.8007 0.9793
C -0.3235 3.1010 1.7330
C 0.1842 1.9001 1.2539
N -0.3608 1.2870 0.1948
C -1.3130 1.9255 -0.4977
H -1.5791 4.7725 1.3208
H 0.0797 3.4742 2.6624
H 1.0289 1.3955 1.7333
H -1.6357 1.4184 -1.4196

List of Löwdin charges in e, atom by atom:
1 I 0.4904
2 I 0.1267
3 Bi 0.6223
4 P 0.7179
5 C -0.2458
6 C -0.2263
7 H 0.0781
8 H 0.0789
9 H 0.0605
10 H 0.0416
11 H 0.0374
12 H 0.0505
13 C -0.2407
14 H 0.0776
15 H 0.0592
16 H 0.0411
17 P 0.6976
18 C -0.2367
19 C -0.2543
20 H 0.0533
21 H 0.0763
22 H 0.0525
23 C -0.2159
24 H -0.0069
25 H 0.0763
26 H 0.0769
27 H 0.0546
28 H 0.0652
29 H 0.0476
30 Cl -0.0821
31 N 0.2060
32 C -0.1319
33 C -0.1769
34 C 0.0452
35 C 0.0027
36 C -0.1392
37 N -0.1271
38 C -0.1768
39 H 0.1447
40 H 0.1301
41 H 0.0820
42 H -0.0329



Below is a structure of composition C10H19N3, with properties calculated with wB97M-V/def2-TZVPD.

Computed properties:
E_HOMO (eV): -6.980
Kohn-Sham gap (eV): 7.732
Relative energy (zero: lowest compared OMol25 entry of this formula, charge and spin) (kJ/mol): 373.06
LUMO level (eV): 0.752

Geometry (Å):
C 0.5443 -0.1562 -0.2289
C 1.4943 -1.0529 0.1908
C -0.3791 -0.1551 1.4896
C 2.6981 -1.2769 -0.6879
C 0.3625 0.0465 -2.7380
C 1.4549 1.8464 -1.4757
C -0.9725 1.6179 -1.2041
C 0.1506 -1.4905 3.4113
C -2.6021 -0.3799 2.5392
C 0.3229 0.8427 -1.4172
N 1.4372 -1.5156 1.3882
N 0.4461 -0.9867 2.0854
N -1.5331 0.4150 2.0254
H 2.8176 -0.3439 -1.2929
H 3.5172 -1.3814 -0.0414
H 2.4879 -2.1240 -1.3302
H 1.3812 0.0639 -3.0371
H 0.0236 -0.9797 -2.5410
H -0.4004 0.4489 -3.4696
H 1.4552 2.5772 -0.6887
H 2.4834 1.3335 -1.5053
H 1.3228 2.3495 -2.3810
H -1.7774 0.8175 -1.1028
H -0.8821 2.0655 -0.1333
H -1.0447 2.3322 -2.0497
H -0.0382 -2.5208 3.4717
H 0.9819 -1.1525 4.1011
H -0.6827 -1.0444 3.8562
H -2.4452 -1.5143 2.4625
H -2.7541 -0.1858 3.6910
H -3.4383 -0.1444 1.9800
H -1.8414 1.2878 1.7315

List of Löwdin charges in e, atom by atom:
1 C 0.0729
2 C -0.4202
3 C -0.0714
4 C -0.0124
5 C -0.0473
6 C -0.0751
7 C -0.0724
8 C -0.0120
9 C -0.1277
10 C -0.6167
11 N 0.0646
12 N -0.1765
13 N -0.0487
14 H 0.0545
15 H 0.0588
16 H 0.0818
17 H 0.0579
18 H 0.0854
19 H 0.1000
20 H 0.0799
21 H 0.0949
22 H 0.0588
23 H 0.1027
24 H 0.0947
25 H 0.0904
26 H 0.0772
27 H 0.1198
28 H 0.0355
29 H 0.1131
30 H 0.1108
31 H 0.0449
32 H 0.0819



Below is a structure of composition C54H49GeN5O5PS3Ti, with properties calculated with wB97M-V/def2-TZVPD.

Computed properties:
Multiplicity: 2
E_HOMO (alpha / beta) (eV): -6.940 / -7.116
Kohn-Sham gap (alpha / beta) (eV): 6.564 / 6.316
Relative energy (zero: lowest compared OMol25 entry of this formula, charge and spin) (kJ/mol): 143.32
LUMO level (alpha / beta) (eV): -0.376 / -0.800

Geometry (Å):
Ti -0.3267 -0.2852 0.8652
O 1.1156 0.0828 1.7937
C 1.9072 -0.7568 1.0943
C 3.0863 -1.3991 1.7008
C 4.1608 -0.6442 2.1606
C 5.3271 -1.2713 2.5545
C 5.4265 -2.6543 2.5104
C 4.3399 -3.4165 2.1202
C 3.1616 -2.7996 1.7048
P 1.6647 -3.7406 1.1868
C 2.2514 -4.5621 -0.3447
C 1.3396 -5.3834 -1.0054
C 1.7256 -6.0763 -2.1388
C 3.0139 -5.9450 -2.6334
C 3.9067 -5.0941 -2.0040
C 3.5292 -4.4002 -0.8671
C 1.8551 -5.1374 2.3762
C 2.0268 -6.4730 2.0338
C 2.0971 -7.4409 3.0232
C 1.9944 -7.0925 4.3604
C 1.8168 -5.7613 4.7074
C 1.7402 -4.7961 3.7228
H 4.0847 0.4309 2.1737
H 6.1712 -0.6769 2.8733
H 6.3563 -3.1343 2.7789
H 4.4090 -4.4969 2.1326
H 0.3311 -5.4777 -0.6230
H 1.0227 -6.7261 -2.6387
H 3.3178 -6.4870 -3.5187
H 4.9082 -4.9688 -2.3905
H 4.2278 -3.7297 -0.3858
H 2.1200 -6.7611 0.9951
H 2.2304 -8.4777 2.7443
H 2.0534 -7.8535 5.1275
H 1.7308 -5.4774 5.7462
H 1.6110 -3.7524 3.9874
N -0.8044 -1.6389 2.4883
C -2.2426 -1.9131 2.5086
C -2.9501 -0.7913 1.7182
O -4.1566 -0.6920 1.6694
O -2.1284 -0.0221 1.0849
H -0.2699 -2.5100 2.5482
H -0.5703 -1.0455 3.3011
H -2.6671 -1.9630 3.5196
H -2.4606 -2.8532 1.9904
S 1.8010 -1.6106 -1.6209
C 1.4435 -1.1567 -0.1104
S -1.2368 -2.5163 -0.5198
C -2.8364 -2.1298 -0.8078
N -3.1120 -0.8562 -1.2764
C -4.3802 -0.4439 -1.4403
C -5.4088 -1.3194 -1.2307
C -5.0614 -2.6240 -0.8288
N -3.8268 -3.0016 -0.6251
H -2.3207 -0.2107 -1.3205
H -4.5230 0.5769 -1.7598
H -6.4334 -1.0176 -1.3503
H -5.8201 -3.3747 -0.6631
O 1.0818 2.2488 0.1505
C 0.5841 1.6331 -0.7867
O -0.4113 0.8255 -0.6208
C 1.0847 1.7805 -2.2099
C -0.0444 1.5234 -3.1958
Ge -1.3964 3.0023 -3.1317
C -0.6086 4.4970 -4.1776
C -0.6676 5.8271 -3.7824
C -0.1005 6.8220 -4.5614
C 0.5226 6.5026 -5.7560
C 0.5669 5.1828 -6.1736
C 0.0077 4.1933 -5.3864
C -1.9375 3.6793 -1.3455
C -3.1904 3.3520 -0.8430
C -3.6622 3.9173 0.3282
C -2.8821 4.8343 1.0132
C -1.6222 5.1565 0.5338
C -1.1499 4.5752 -0.6316
C -3.0587 2.4729 -4.0802
C -4.0395 3.4379 -4.2866
C -5.1809 3.1471 -5.0103
C -5.3568 1.8791 -5.5417
C -4.3962 0.9040 -5.3315
C -3.2555 1.2018 -4.6040
H 1.8821 1.0386 -2.3450
H 1.5310 2.7709 -2.3307
H -0.4962 0.5584 -2.9630
H 0.3521 1.4496 -4.2077
H -1.1673 6.0876 -2.8579
H -0.1495 7.8522 -4.2381
H 0.9689 7.2796 -6.3609
H 1.0326 4.9261 -7.1149
H 0.0387 3.1640 -5.7206
H -3.8183 2.6673 -1.3993
H -4.6456 3.6576 0.6931
H -3.2530 5.2949 1.9173
H -1.0108 5.8760 1.0603
H -0.1643 4.8312 -0.9997
H -3.8952 4.4309 -3.8786
H -5.9308 3.9088 -5.1736
H -6.2377 1.6534 -6.1258
H -4.5295 -0.0861 -5.7460
H -2.5006 0.4403 -4.4514
N -1.1031 2.4187 2.0743
C -0.4265 1.9845 3.1599
S -1.1986 0.9893 4.2456
N 0.8209 2.4800 3.2868
C 1.7906 2.1702 4.2430
C 1.4828 1.8528 5.5615
C 2.4950 1.5025 6.4357
C 3.8116 1.4819 6.0124
C 4.1278 1.8684 4.7201
C 3.1237 2.2257 3.8422
H -2.0290 2.0422 1.9176
H -0.5824 2.7702 1.2780
H 1.2030 2.8479 2.4189
H 0.4614 1.8755 5.8984
H 2.2509 1.2437 7.4544
H 4.5950 1.1791 6.6888
H 5.1604 1.8806 4.3989
H 3.3542 2.5372 2.8328

Löwdin population analysis, charges in e, atoms 1 to 99:
1 Ti 0.9075
2 O -0.1708
3 C -0.4380
4 C -0.1528
5 C -0.0059
6 C -0.0656
7 C -0.0685
8 C -0.0863
9 C -0.2962
10 P 1.1147
11 C -0.4128
12 C -0.1295
13 C -0.0821
14 C -0.0872
15 C -0.0795
16 C -0.1113
17 C -0.3680
18 C -0.0810
19 C -0.0840
20 C -0.0930
21 C -0.0866
22 C -0.1170
23 H 0.0975
24 H 0.1035
25 H 0.1042
26 H 0.1160
27 H 0.1003
28 H 0.1023
29 H 0.1004
30 H 0.1031
31 H 0.0967
32 H 0.0952
33 H 0.1021
34 H 0.1001
35 H 0.1019
36 H 0.1019
37 N -0.0621
38 C -0.1482
39 C -0.6271
40 O 0.0925
41 O -0.2102
42 H 0.0598
43 H 0.0178
44 H 0.1321
45 H 0.1091
46 S 0.7487
47 C -0.7815
48 S 0.7854
49 C -0.7676
50 N 0.1041
51 C -0.0401
52 C -0.0224
53 C -0.0911
54 N 0.0911
55 H 0.1202
56 H 0.1207
57 H 0.1079
58 H 0.1181
59 O 0.0425
60 C -0.6244
61 O -0.1782
62 C -0.1633
63 C -0.2444
64 Ge 1.0719
65 C -0.2605
66 C -0.1097
67 C -0.0871
68 C -0.0909
69 C -0.0871
70 C -0.1135
71 C -0.2599
72 C -0.1089
73 C -0.0804
74 C -0.0895
75 C -0.0899
76 C -0.1321
77 C -0.2794
78 C -0.1129
79 C -0.0836
80 C -0.0904
81 C -0.0924
82 C -0.1222
83 H 0.0865
84 H 0.1221
85 H 0.0563
86 H 0.0690
87 H 0.0893
88 H 0.1018
89 H 0.1015
90 H 0.1025
91 H 0.0935
92 H 0.0778
93 H 0.1084
94 H 0.1076
95 H 0.1091
96 H 0.1079
97 H 0.1053
98 H 0.1034
99 H 0.1016



Below is the molecule C5H7NO, with properties calculated with wB97M-V/def2-TZVPD.

Computed properties:
E_HOMO (eV): -9.559
Kohn-Sham gap (eV): 10.537
Relative energy (zero: lowest compared OMol25 entry of this formula, charge and spin) (kJ/mol): 527.40
LUMO level (eV): 0.979

Geometry (Å):
C 1.5935 0.9250 -0.3131
N 1.2166 0.8698 1.1038
C 0.3945 0.2139 0.1253
C -1.1065 0.3291 -0.0690
C -1.2113 -1.1004 -0.6580
C -0.1061 -1.1628 0.3580
O -1.2673 -0.2412 1.2490
H 1.4003 1.8459 -0.8576
H 2.5087 0.4015 -0.5715
H 0.7867 1.7175 1.4620
H -1.6477 1.2055 -0.4286
H -1.0015 -1.3996 -1.6865
H -2.1135 -1.5773 -0.2633
H 0.5535 -2.0267 0.5497

List of Löwdin charges in e, atom by atom:
1 C -0.0791
2 N 0.0780
3 C -0.4391
4 C -0.2427
5 C -0.0673
6 C -0.0213
7 O -0.0618
8 H 0.1065
9 H 0.0999
10 H 0.1038
11 H 0.1449
12 H 0.1119
13 H 0.1162
14 H 0.1500



Below is the molecule C23H22ClFN4O2, with properties calculated with wB97M-V/def2-TZVPD.

Computed properties:
SMILES: O=C(CCn1nc(-c2ccc(Cl)cc2)ccc1=O)N1CCN(c2ccc(F)cc2)CC1
E_HOMO (eV): -7.912
Kohn-Sham gap (eV): 7.966
LUMO level (eV): 0.055

Geometry (Å):
O -1.2103 -2.5469 1.2165
C -0.6622 -2.3912 0.1432
C -1.3646 -2.7016 -1.1760
C -2.8064 -3.1128 -0.9216
N -3.6016 -2.0056 -0.4189
N -3.0484 -0.8216 -0.4095
C -3.6946 0.2099 0.0640
C -2.9826 1.4898 0.0380
C -1.5874 1.4880 0.0393
C -0.8737 2.6684 0.0133
C -1.5599 3.8743 -0.0159
Cl -0.6759 5.3585 -0.0451
C -2.9455 3.8997 -0.0225
C -3.6512 2.7114 0.0046
C -5.0082 0.0595 0.5952
C -5.5832 -1.1647 0.5789
C -4.8864 -2.3076 0.0311
O -5.3170 -3.4422 -0.0651
N 0.6154 -1.9496 0.0583
C 1.3927 -1.7116 -1.1342
C 1.8737 -0.2471 -1.1587
N 2.6369 0.0603 0.0310
C 4.0136 -0.1358 0.0330
C 4.7770 0.3368 -1.0429
C 6.1501 0.2116 -1.0617
C 6.7874 -0.3818 0.0126
F 8.1340 -0.5093 -0.0011
C 6.0718 -0.8418 1.0998
C 4.6947 -0.7217 1.1051
C 1.8489 -0.1979 1.2173
C 1.3516 -1.6473 1.2719
H -1.3505 -1.8220 -1.8200
H -0.8492 -3.5257 -1.6722
H -3.2751 -3.4858 -1.8381
H -2.8557 -3.9066 -0.1697
H -1.0846 0.5343 0.0731
H 0.2059 2.6676 0.0204
H -3.4663 4.8439 -0.0514
H -4.7296 2.7423 -0.0215
H -5.5165 0.9079 1.0272
H -6.5693 -1.3464 0.9774
H 0.8156 -1.9250 -2.0303
H 2.2733 -2.3685 -1.1193
H 2.4744 -0.0877 -2.0516
H 1.0044 0.4175 -1.1973
H 4.2941 0.8334 -1.8698
H 6.7295 0.5793 -1.8937
H 6.5887 -1.2980 1.9292
H 4.1588 -1.1004 1.9602
H 2.4240 0.0499 2.1081
H 0.9805 0.4686 1.1838
H 0.6792 -1.7985 2.1172
H 2.1999 -2.3370 1.3533

List of Löwdin charges in e, atom by atom:
1 O 0.0648
2 C -0.4596
3 C -0.0906
4 C -0.1168
5 N -0.0321
6 N 0.1583
7 C -0.2080
8 C -0.1606
9 C -0.0217
10 C -0.0983
11 C -0.6734
12 Cl 0.6765
13 C -0.0991
14 C -0.0249
15 C 0.0164
16 C 0.0490
17 C -0.4292
18 O 0.0572
19 N -0.0543
20 C -0.1124
21 C -0.1275
22 N -0.1029
23 C -0.2311
24 C -0.0187
25 C -0.0092
26 C -0.2879
27 F 0.0468
28 C -0.0090
29 C -0.0214
30 C -0.1332
31 C -0.1039
32 H 0.1126
33 H 0.1287
34 H 0.1355
35 H 0.1348
36 H 0.0875
37 H 0.1003
38 H 0.1061
39 H 0.1099
40 H 0.1119
41 H 0.1197
42 H 0.1133
43 H 0.1372
44 H 0.1116
45 H 0.1163
46 H 0.1077
47 H 0.1183
48 H 0.1187
49 H 0.0994
50 H 0.1220
51 H 0.1120
52 H 0.1249
53 H 0.1284



Below is the molecule C4H7N3, with properties calculated with wB97M-V/def2-TZVPD.

Computed properties:
SMILES: C#C[C@@H](N)/C=N/N
E_HOMO (eV): -8.132
Kohn-Sham gap (eV): 9.219
Relative energy (zero: lowest compared OMol25 entry of this formula, charge and spin) (kJ/mol): 405.26
LUMO level (eV): 1.087

Geometry (Å):
C -1.0363 -2.3358 0.3082
C -0.2995 -1.3843 0.3688
C 0.9998 -0.4571 0.5827
N 1.8884 -0.4196 -0.5312
C 0.0401 0.6767 0.5871
N -0.4935 1.0193 -0.5590
N -1.4682 1.9642 -0.5553
H -1.6293 -3.1827 0.1059
H 1.4906 -0.6464 1.5407
H 1.4173 -0.0805 -1.3641
H 2.3595 -1.3011 -0.6892
H -0.2777 1.0973 1.5456
H -1.3813 2.7054 0.1395
H -1.6098 2.3447 -1.4800

List of Löwdin charges in e, atom by atom:
1 C 0.0969
2 C -0.1050
3 C -0.3530
4 N 0.0431
5 C -0.1947
6 N -0.0590
7 N -0.0128
8 H 0.0112
9 H 0.1368
10 H 0.0692
11 H 0.0801
12 H 0.1250
13 H 0.0850
14 H 0.0771



| no. | E (eV) |
| --- | --- |
| 1 | -68907.2103 |
| 2 | -15143.9448 |
| 3 | -195910.7744 |
| 4 | -8830.7367 |
| 5 | -49503.7604 |
| 6 | -8727.4791 |